(1)
Formula: C4H18NO3
Source: the OMol25 dataset
Level of theory: ωB97M-V/def2-TZVPD

Values from the calculation:
**Maximum force**: 3.576 eV Å⁻¹
**Total charge**: +1
**Energy relative to the best compared isomer or geometry (same formula, charge and spin)**: 223.0 kJ/mol
**E_LUMO**: -0.1177 Eh

```
26
Properties=species:S:1:pos:R:3:lowdin_charge:R:1
C 0.141 0.153 -0.846 -0.134
C -0.848 0.901 0.006 -0.445
C -1.742 -0.154 0.692 -0.082
C -0.300 1.778 1.151 -0.085
N 1.398 1.037 -1.122 0.157
H 0.271 -0.922 -0.608 0.122
H -0.278 -0.129 -1.927 0.172
H -1.473 1.692 -0.583 0.167
H -2.509 -0.510 -0.027 0.090
H -1.038 -0.959 0.940 0.041
H -2.374 0.265 1.557 0.116
H 0.474 1.256 1.745 0.088
H -1.154 2.064 1.848 0.118
H 0.392 2.513 0.659 0.070
H 1.654 1.595 -0.305 0.122
H 2.244 0.435 -1.402 0.183
H 1.220 1.605 -2.057 0.191
H -0.254 -2.833 1.674 -0.046
H 0.717 -2.224 2.579 0.009
O 0.604 -2.414 1.685 -0.051
H 3.538 2.270 -3.366 0.037
H 2.595 1.904 -4.447 0.081
O 2.951 1.566 -3.594 -0.048
H -2.348 -3.410 1.251 0.060
H -2.103 -4.161 2.481 0.125
O -1.778 -3.316 2.018 -0.060
```

***

(2)
Formula: C3H5NO2
Source: the OMol25 dataset
Level of theory: ωB97M-V/def2-TZVPD

Values from the calculation:
**Maximum force**: 0.493 eV Å⁻¹
**Energy relative to the best compared isomer or geometry (same formula, charge and spin)**: 198.2 kJ/mol
**E_LUMO**: 0.0319 Eh
**SMILES**: [H]/N=C/OCC=O

```
11
Properties=species:S:1:pos:R:3:lowdin_charge:R:1
H 0.994 -1.939 -0.006 0.102
N 0.762 -0.961 -0.081 0.130
C 0.507 -0.479 -1.224 -0.245
O -0.105 0.701 -1.286 -0.024
C -0.371 1.172 0.057 -0.112
C -0.659 0.018 1.037 -0.371
O -1.652 -0.683 0.998 0.001
H 0.732 -0.929 -2.191 0.146
H -1.236 1.839 0.032 0.132
H 0.524 1.710 0.389 0.124
H -0.011 0.110 1.928 0.117
```

***

(3)
Formula: C5H5N
Source: the OMol25 dataset
Level of theory: ωB97M-V/def2-TZVPD

Values from the calculation:
**Maximum force**: 6.233 eV Å⁻¹
**Energy relative to the best compared isomer or geometry (same formula, charge and spin)**: 558.9 kJ/mol
**E_LUMO**: -0.0369 Eh

```
11
Properties=species:S:1:pos:R:3:lowdin_charge:R:1
C 2.471 -0.019 0.068 -0.114
C -0.699 -1.134 0.260 -0.062
C -0.650 1.152 0.223 -0.064
C -0.756 -0.004 -0.751 -0.151
C 0.259 -0.012 0.295 -0.159
N 3.602 -0.034 -0.056 -0.014
H -1.450 -1.197 1.040 0.104
H -0.350 -2.093 -0.100 0.110
H -0.256 2.080 -0.167 0.110
H -1.393 1.277 1.005 0.104
H -0.778 -0.017 -1.818 0.136
```

***

(4)
Formula: C6H12O
Source: the OMol25 dataset
Level of theory: ωB97M-V/def2-TZVPD

Values from the calculation:
**Maximum force**: 0.310 eV Å⁻¹
**Energy relative to the best compared isomer or geometry (same formula, charge and spin)**: 105.5 kJ/mol
**E_LUMO**: 0.0375 Eh
**SMILES**: C1C[C@@H]2C[C@@H]2C1.O

```
19
Properties=species:S:1:pos:R:3:lowdin_charge:R:1
C -1.498 0.218 0.981 -0.177
C -0.844 0.733 -0.320 -0.166
C 0.660 0.624 -0.071 -0.255
C 1.442 -0.681 -0.126 -0.094
C 0.884 -0.197 1.177 -0.243
C -0.482 -0.788 1.545 -0.156
H -2.496 -0.213 0.828 0.107
H -1.607 1.053 1.684 0.110
H -1.105 1.780 -0.507 0.111
H -1.196 0.168 -1.188 0.099
H 1.267 1.508 -0.251 0.133
H 1.010 -1.591 -0.542 0.112
H 2.516 -0.584 -0.292 0.108
H 1.551 0.147 1.964 0.134
H -0.611 -1.760 1.049 0.112
H -0.596 -0.958 2.620 0.107
O 0.311 -0.105 -3.128 -0.062
H 0.524 -0.206 -2.191 -0.023
H 0.269 0.853 -3.233 0.043
```

***

Which formula does entry 1 have? C4H18NO3

***

Among the records above, which one has the lowest E_LUMO? C4H18NO3

***

What is the formula in the fourth record? C6H12O

***

energy relative to the best compared isomer or geometry (same formula, charge and spin) of number 2 (C3H5NO2)? 198.2 kJ/mol